The following is a DFT calculation (ωB97M-V/def2-TZVPD) of a 2-piece molecular cluster, C5H9N2 overall at a distorted geometry.

Calculated values
- Net charge: +1
- Energy above the lowest of the compared OMol25 structures with the same formula, charge and spin: 546.2 kJ/mol
- Frontier orbital gap: 8.99 eV
- LUMO level: -5.00 eV

CARTESIAN COORDINATES (ANGSTROEM)
C  -1.071  -1.362  0.058
C  -1.576  -0.164  0.760
C  -2.241  0.902  0.036
C  0.107  0.529  -0.729
C  -0.913  1.071  0.039
N  2.605  0.778  0.426
N  0.010  -0.773  -0.712
H  -0.730  -2.116  0.715
H  -1.700  -1.901  -0.761
H  -1.576  -0.272  1.778
H  -3.193  1.321  -0.142
H  0.746  1.231  -1.324
H  3.243  1.261  -0.281
H  2.827  -0.217  0.338
H  3.118  1.001  1.254
H  0.346  -1.288  -1.457

***

The following is a DFT calculation (ωB97M-V/def2-TZVPD) of a 2-piece molecular cluster, C5H9N2 overall at a distorted geometry.

Calculated values
- Net charge: +1
- Energy above the lowest of the compared OMol25 structures with the same formula, charge and spin: 959.3 kJ/mol
- Frontier orbital gap (spin up / spin down): 8.32 / 8.32 eV
- LUMO level (spin up / spin down): -6.11 / -6.11 eV

CARTESIAN COORDINATES (ANGSTROEM)
C  -1.021  1.255  0.503
C  2.145  -0.518  0.217
C  -1.264  -0.181  0.333
C  2.922  0.515  0.152
C  -2.381  -0.854  -0.253
N  0.192  1.317  -0.011
N  0.051  0.190  -0.539
H  -1.844  2.081  0.413
H  2.204  -1.634  0.172
H  -0.655  -0.735  1.140
H  1.312  -0.498  -0.722
H  2.158  1.291  -0.199
H  4.053  0.654  0.162
H  -2.130  -0.831  -1.346
H  -3.232  -0.233  -0.081
H  -2.509  -1.818  0.059

***

The following is a DFT calculation (ωB97M-V/def2-TZVPD) of a 2-piece molecular cluster, C5H9N2 overall at a distorted geometry.

Calculated values
- Net charge: +1
- Energy above the lowest of the compared OMol25 structures with the same formula, charge and spin: 682.4 kJ/mol
- Frontier orbital gap: 8.48 eV
- LUMO level: -3.65 eV

CARTESIAN COORDINATES (ANGSTROEM)
C  -0.888  0.731  0.218
C  0.076  -0.713  2.172
C  -0.751  0.908  -2.404
C  0.205  -0.235  -2.011
C  1.410  -0.702  1.683
N  -0.784  -0.675  2.960
N  -0.497  0.533  -0.971
H  -1.555  1.492  0.523
H  -0.300  1.829  -3.003
H  -1.797  0.515  -2.600
H  -0.057  -1.251  -2.215
H  1.268  0.107  -2.101
H  2.120  -1.045  2.415
H  1.551  -1.237  0.737
H  1.674  0.265  1.471
H  -1.674  -0.522  3.125

***

The following is a DFT calculation (ωB97M-V/def2-TZVPD) of an isolated ion of composition C5H9N2 and charge +1 at a distorted geometry.

Calculated values
- Net charge: +1
- Energy above the lowest of the compared OMol25 structures with the same formula, charge and spin: 362.1 kJ/mol
- Frontier orbital gap: 7.99 eV
- LUMO level: -5.54 eV
- Structure (SMILES): NC[C@H]1C=CC=[NH+]1

CARTESIAN COORDINATES (ANGSTROEM)
N  -1.251  1.747  -0.294
C  -0.367  0.843  -0.830
C  0.682  0.233  0.326
C  -0.138  -0.540  1.210
C  0.012  -1.898  1.021
C  1.083  -2.139  0.148
N  1.514  -0.782  -0.362
H  -0.954  2.748  -0.244
H  -2.163  1.682  -0.608
H  0.283  1.341  -1.461
H  -0.967  0.073  -1.153
H  1.097  1.190  0.793
H  -0.933  0.010  1.867
H  -0.438  -2.790  1.346
H  1.617  -2.895  -0.318
H  2.114  -0.443  -1.043

***

The following is a DFT calculation (ωB97M-V/def2-TZVPD) of an isolated ion of composition C5H9N2 and charge +1 at a distorted geometry.

Calculated values
- Net charge: +1
- Energy above the lowest of the compared OMol25 structures with the same formula, charge and spin: 275.0 kJ/mol
- Frontier orbital gap: 11.24 eV
- LUMO level: -3.44 eV
- Structure (SMILES): C=C1CCNC1=[NH2+]

CARTESIAN COORDINATES (ANGSTROEM)
C  -0.104  -0.378  2.136
C  0.353  -0.047  0.957
C  1.574  0.041  0.079
C  1.079  -0.049  -1.406
N  -0.328  0.456  -1.406
C  -0.930  0.345  -0.266
N  -2.159  0.271  0.118
H  0.586  -0.786  2.891
H  -1.098  -0.347  2.317
H  1.968  1.080  -0.019
H  2.267  -0.749  0.081
H  1.571  0.639  -2.057
H  1.147  -1.053  -1.650
H  -0.870  0.399  -2.255
H  -2.186  -0.036  1.077
H  -2.869  0.214  -0.596

***

The following is a DFT calculation (ωB97M-V/def2-TZVPD) of an isolated ion of composition C5H9N2O and charge -1 at a distorted geometry.

Calculated values
- Net charge: -1
- Energy above the lowest of the compared OMol25 structures with the same formula, charge and spin: 238.1 kJ/mol
- Frontier orbital gap: 5.78 eV
- LUMO level: 4.09 eV

CARTESIAN COORDINATES (ANGSTROEM)
C  -0.144  -0.629  0.593
C  -0.921  0.534  0.373
C  -0.500  1.779  0.133
C  -2.322  0.278  -0.123
C  1.889  -1.570  -0.060
N  1.151  -0.400  0.178
N  1.625  0.817  0.079
O  2.734  0.871  -0.590
H  -0.696  -1.493  0.349
H  -1.210  2.564  -0.266
H  0.432  2.190  0.530
H  -3.158  0.961  0.345
H  -2.706  -0.603  0.177
H  -2.424  0.456  -1.189
H  1.973  -1.792  -1.184
H  2.886  -1.591  0.310
H  1.391  -2.373  0.346

***

The following is a DFT calculation (ωB97M-V/def2-TZVPD) of a 2-piece molecular cluster, C5H9N2O overall at a distorted geometry.

Calculated values
- Net charge: +1
- Energy above the lowest of the compared OMol25 structures with the same formula, charge and spin: 609.2 kJ/mol
- Frontier orbital gap (spin up / spin down): 8.10 / 6.16 eV
- LUMO level (spin up / spin down): -6.49 / -8.25 eV

CARTESIAN COORDINATES (ANGSTROEM)
C  1.239  -1.168  -2.028
C  2.054  -0.517  -1.113
C  -0.052  -1.123  -1.487
C  1.630  0.616  1.085
C  -2.668  0.341  0.800
N  1.280  -0.115  -0.096
N  0.044  -0.510  -0.331
O  -1.431  0.306  1.214
H  1.526  -1.636  -2.946
H  3.108  -0.326  -1.133
H  -0.972  -1.510  -1.873
H  2.686  0.872  1.058
H  1.031  1.526  1.142
H  1.422  0.016  1.972
H  -2.899  1.112  0.045
H  -3.241  0.634  1.717
H  -3.116  -0.651  0.581

***

The following is a DFT calculation (ωB97M-V/def2-TZVPD) of an isolated ion of composition C5H9N2O and charge +1 at a distorted geometry.

Calculated values
- Net charge: +1
- Energy above the lowest of the compared OMol25 structures with the same formula, charge and spin: 223.0 kJ/mol
- Frontier orbital gap: 8.57 eV
- LUMO level: -5.26 eV
- Structure (SMILES): C/[NH+]=C/C=C\N=C/O

CARTESIAN COORDINATES (ANGSTROEM)
C  -0.674  2.487  -1.285
N  -0.284  1.154  -0.872
C  0.904  0.658  -1.054
C  1.099  -0.742  -0.780
C  0.500  -1.469  0.172
N  -0.635  -1.182  0.861
C  -0.916  -1.602  2.036
O  -0.224  -2.414  2.808
H  -0.422  2.501  -2.365
H  -1.752  2.481  -1.102
H  -0.158  3.190  -0.707
H  -0.899  0.695  -0.193
H  1.574  1.426  -1.584
H  2.125  -1.137  -1.179
H  1.007  -2.405  0.381
H  -1.896  -1.362  2.430
H  0.650  -2.279  2.432